49
Properties=species:S:1:pos:R:3 method="wB97M-V/def2-TZVPD" charge=0 lumo_energy_ev=0.64 smiles=CCc1ccc(CN(C)Cc2nc(Cc3cccc(C(F)(F)F)c3)no2)nc1 multiplicity=1 e_homo_ev=-8.70 fmax_ha_per_bohr=0.025
C -1.850 2.964 0.807
H -0.449 0.756 -2.924
C -1.005 2.067 0.171
C -0.603 -2.961 1.350
H -0.238 1.553 0.731
H 1.612 -4.413 1.346
N -1.113 -1.516 -1.895
H 1.499 -3.056 -2.841
F -2.385 4.210 2.761
C -0.532 -0.538 -1.263
C -2.852 3.619 0.104
C -0.264 0.800 -1.852
H 3.291 -1.063 1.217
H 2.581 -3.276 2.314
H -3.777 3.864 -1.804
N 0.564 -2.844 2.190
H 1.531 -1.590 3.523
C 4.052 -1.339 -4.108
H -2.297 2.259 -2.938
N -0.233 -0.846 0.030
H -0.207 -1.313 3.352
N 1.699 -3.187 -0.822
H -1.482 -2.731 1.964
H -3.504 4.315 0.609
H 2.983 0.345 -3.297
C 2.829 -0.729 -3.420
H 3.669 0.107 -0.940
C 2.607 -1.368 -2.082
H 3.913 -2.409 -4.247
H 0.897 -0.738 2.091
C 1.782 -3.357 1.574
F -0.386 3.433 2.607
C 0.710 -1.542 2.810
H 4.943 -1.186 -3.503
H -0.687 -3.992 0.996
C -3.001 3.362 -1.247
C -0.647 -2.074 0.146
O -1.196 -2.525 -0.984
C 3.115 -0.822 -0.909
C -1.668 3.185 2.281
C -2.165 2.461 -1.885
C -1.159 1.810 -1.184
H 4.208 -0.879 -5.080
F -2.027 2.104 3.002
C 2.168 -2.650 0.300
H 0.782 1.053 -1.666
H 1.948 -0.882 -4.047
C 1.916 -2.571 -1.967
C 2.901 -1.468 0.296

17
Properties=species:S:1:pos:R:3 method="wB97M-V/def2-TZVPD" charge=0 lumo_energy_ev=0.50 smiles="C=C(O)OC.O=C(O)O" multiplicity=1 e_homo_ev=-9.39 fmax_ha_per_bohr=0.020
O -1.698 -1.564 -0.097
C 0.858 -0.644 -1.076
C 1.527 -0.607 0.080
H 0.908 -1.537 -1.668
H -0.028 1.556 0.434
H -0.814 -1.221 -0.413
C 1.050 1.670 0.569
H 1.494 2.064 -0.349
H 2.528 -1.475 1.431
C -2.609 -0.630 -0.004
H 0.419 0.231 -1.512
O 1.647 0.443 0.930
O -2.120 0.596 -0.338
H -2.824 1.256 -0.283
H 1.251 2.350 1.394
O -3.739 -0.795 0.335
O 2.153 -1.692 0.567

17
Properties=species:S:1:pos:R:3 method="wB97M-V/def2-TZVPD" charge=+1 lumo_energy_ev="-4.23 / -7.53" s2=0.754 multiplicity=2 e_homo_ev="-14.81 / -14.97" fmax_ha_per_bohr=0.064
H -1.984 2.041 -0.834
H -2.930 0.577 -1.230
H -0.129 -0.374 2.238
H 0.599 1.085 2.383
C -1.908 1.000 -1.155
H -0.713 -1.896 0.113
C -0.610 -1.120 -0.647
O 2.783 -1.048 -0.525
H -1.441 0.976 -2.150
C -1.085 0.229 -0.190
H 0.440 -0.949 -0.954
H 3.647 -0.801 -0.145
N 0.440 0.306 1.743
C -0.382 0.901 0.795
H 2.380 -0.694 0.285
H -1.074 -1.443 -1.567
H -0.323 1.990 0.781

24
Properties=species:S:1:pos:R:3 method="wB97M-V/def2-TZVPD" charge=+2 lumo_energy_ev="-10.14 / -10.32" s2=3.771 multiplicity=4 e_homo_ev="-14.22 / -14.12" fmax_ha_per_bohr=0.129
H -2.983 0.950 0.905
C 2.012 -1.120 -1.042
C -2.094 0.247 0.611
H -1.448 0.019 1.567
H 0.048 2.899 1.177
H 2.502 -0.885 2.155
H -1.943 -1.963 -0.184
Al 0.202 2.192 -0.229
H -0.702 -0.130 -1.173
H 1.748 0.911 2.227
C -2.798 -1.183 0.106
C 1.897 0.085 0.068
H 0.621 -0.614 1.954
H 1.754 -0.775 -2.140
H -1.982 1.221 -1.502
H 1.228 -1.958 -0.717
Br -4.123 -1.921 1.423
H 0.139 3.350 -1.345
C -1.245 0.808 -0.676
H 3.086 -1.626 -1.036
C 1.692 -0.156 1.697
N 1.979 1.381 -0.397
H -3.367 -0.910 -0.903
Er 3.777 -0.823 -2.548

20
Properties=species:S:1:pos:R:3 method="wB97M-V/def2-TZVPD" charge=-3 lumo_energy_ev=5.57 multiplicity=1 e_homo_ev=2.24 fmax_ha_per_bohr=0.038
H 18.774 -1.701 -6.333
O 14.307 3.229 -4.393
O 14.860 -0.873 -5.847
O 15.462 4.482 -2.619
H 15.229 -1.095 -2.781
O 12.496 -1.330 -5.714
O 13.917 -1.501 -3.709
Na 16.419 0.298 -4.692
H 18.470 -1.962 -4.855
H 16.289 -1.363 -1.654
O 16.075 -0.746 -2.359
H 18.398 2.431 -6.277
S 13.829 -1.689 -5.195
O 16.432 4.257 -4.821
H 16.963 2.720 -6.708
O 14.131 -3.125 -5.499
O 18.073 -1.647 -5.676
S 15.607 3.599 -3.771
O 16.330 2.358 -3.333
O 17.615 2.004 -6.634